1.
The following is a DFT calculation (wB97M-V/def2-TZVPD) of a cluster of 2 separate species, CHBr3O in total at a distorted geometry.

Structure (XYZ):
```
6
Properties=species:S:1:pos:R:3
O -3.051 0.668 -1.295
C -3.739 0.169 -0.497
Br -4.553 1.322 0.835
Br -4.340 -1.762 -0.612
Br -0.293 -0.758 1.065
H 0.342 -1.491 2.116
```

Results
HOMO energy = -10.9 eV
Structure (SMILES) = O=C(Br)Br.Br
E_tot = -7835.97432 a.u.
Kohn-Sham gap = 10.10 eV
Net charge = 0
E_LUMO = -0.813 eV

2.
The following is a DFT calculation (wB97M-V/def2-TZVPD) of a cluster of 2 separate species, C4H10N2 in total at a distorted geometry.

Structure (XYZ):
```
16
Properties=species:S:1:pos:R:3
C -0.335 -2.507 -2.411
N 0.770 -1.928 -2.844
C 1.823 -1.548 -1.949
H -1.169 -2.751 -3.056
H -0.455 -2.999 -1.422
H 1.913 -0.379 -1.896
H 2.762 -2.007 -2.256
H 1.730 -1.848 -0.831
C -2.116 2.086 1.807
N -1.250 2.272 2.754
C 0.028 1.930 2.351
H -3.190 2.238 1.930
H -1.653 1.843 0.860
H 0.114 0.832 1.979
H 0.599 2.180 3.417
H 0.428 2.586 1.568
```

Results
HOMO energy = -9.7 eV
Structure (SMILES) = C=NC.C=NC
E_tot = -267.79221 a.u.
Kohn-Sham gap = 10.37 eV
Net charge = 0
E_LUMO = 0.645 eV

3.
The following is a DFT calculation (wB97M-V/def2-TZVPD) of a cluster of 2 separate species, C2H2INO in total at a distorted geometry.

Structure (XYZ):
```
7
Properties=species:S:1:pos:R:3
C 0.841 -0.083 -1.491
C -0.330 0.853 0.825
N -0.045 -0.860 -1.451
O -1.360 0.087 0.557
I 0.593 0.447 2.761
H 1.737 0.405 -1.892
H -1.436 -0.850 0.691
```

Results
HOMO energy = -8.9 eV
E_tot = -504.95284 a.u.
Kohn-Sham gap = 8.40 eV
Net charge = 0
E_LUMO = -0.482 eV

4.
The following is a DFT calculation (wB97M-V/def2-TZVPD) of a structure of composition C5H3FeO3 at a distorted geometry.

Structure (XYZ):
```
12
Properties=species:S:1:pos:R:3
C 1.611 -0.368 -1.359
C 2.549 -0.685 -2.177
O 3.358 -0.870 -3.009
C 0.677 -0.769 -0.312
C -0.418 0.243 -0.270
O -1.411 0.055 0.438
C -1.840 1.573 3.644
O -2.577 1.431 2.785
Fe -3.032 0.738 0.915
H 0.266 -1.783 -0.425
H 1.207 -0.718 0.663
H -0.390 1.153 -0.893
```

Results
HOMO energy (alpha / beta) = -16.4 / -15.9 eV
Multiplicity = 6
E_tot = -1680.85898 a.u.
Kohn-Sham gap (alpha / beta) = 5.33 / 3.80 eV
Net charge = +2
E_LUMO (alpha / beta) = -11.050 / -12.058 eV

5.
The following is a DFT calculation (wB97M-V/def2-TZVPD) of a structure of composition C20H36IrN4O7P2.

Structure (XYZ):
```
70
Properties=species:S:1:pos:R:3
Ir 0.303 -1.662 -0.464
C -0.614 1.886 3.148
N 0.150 0.645 3.051
C -0.693 -0.559 3.125
P 1.481 0.550 2.098
O 1.616 -0.651 1.247
O 1.382 1.876 1.116
P 0.517 1.808 -0.241
O -0.391 0.625 -0.255
N -0.329 3.218 -0.166
C 0.148 4.429 0.488
C -1.173 3.474 -1.333
N 1.550 1.865 -1.515
C 2.630 2.846 -1.434
C 1.908 0.692 -2.311
N 2.802 0.789 3.008
C 4.111 0.435 2.456
C 2.819 1.698 4.141
H -1.220 1.844 4.053
H -1.274 2.027 2.286
H 0.049 2.747 3.224
H -1.191 -0.571 4.095
H -0.095 -1.462 3.028
H -1.446 -0.555 2.331
H 0.866 4.185 1.266
H -0.696 4.946 0.947
H 0.618 5.113 -0.227
H -1.541 2.534 -1.743
H -0.624 4.007 -2.117
H -2.031 4.075 -1.028
H 2.336 3.701 -0.828
H 2.867 3.206 -2.437
H 3.531 2.405 -0.998
H 1.060 0.013 -2.382
H 2.759 0.150 -1.889
H 2.157 1.025 -3.320
H 4.001 -0.346 1.706
H 4.732 0.039 3.260
H 4.609 1.307 2.019
H 1.838 1.729 4.609
H 3.116 2.712 3.849
H 3.535 1.329 4.876
O 3.653 -3.106 0.806
C 2.481 -3.029 0.541
O 2.030 -2.640 -0.636
C 1.344 -3.390 1.547
O 1.552 -4.001 2.568
O 0.159 -2.976 1.175
C -2.136 -4.186 -1.028
C -1.689 -3.194 -2.128
C -1.671 -3.923 -3.473
C -0.285 -2.731 -1.797
C -2.650 -2.008 -2.110
C -2.683 -1.178 -0.992
C -3.528 -0.085 -0.918
C -4.386 0.194 -1.973
C -4.388 -0.637 -3.082
C -3.530 -1.728 -3.150
H -1.529 -5.092 -1.061
H -3.181 -4.451 -1.198
H -2.026 -3.755 -0.035
H -0.911 -4.705 -3.450
H -1.430 -3.245 -4.294
H -2.631 -4.397 -3.679
H 0.509 -3.248 -2.351
H -2.058 -1.407 -0.126
H -3.522 0.537 -0.032
H -5.052 1.046 -1.926
H -5.061 -0.436 -3.906
H -3.552 -2.353 -4.031
```

Results
HOMO energy (alpha / beta) = -7.3 / -7.9 eV
Multiplicity = 2
E_tot = -2316.54659 a.u.
Kohn-Sham gap (alpha / beta) = 7.48 / 7.91 eV
Net charge = 0
E_LUMO (alpha / beta) = 0.219 / 0.008 eV

6.
The following is a DFT calculation (wB97M-V/def2-TZVPD) of a cluster of 2 separate species, C7H18N2 in total at a distorted geometry.

Structure (XYZ):
```
27
Properties=species:S:1:pos:R:3
C 1.343 -1.022 -2.090
C 0.850 -1.258 -0.691
C 0.945 -0.314 0.364
C 2.018 0.761 0.250
N 1.067 -0.927 1.647
H 2.388 -1.327 -2.244
H 0.701 -1.540 -2.807
H 1.321 0.031 -2.377
H 0.770 -2.304 -0.417
H 2.920 0.444 0.769
H 1.735 1.693 0.746
H 2.297 1.066 -0.754
H 1.024 -0.292 2.431
H 0.639 -1.837 1.742
C -1.112 1.547 1.294
N -1.149 0.486 0.301
C -1.536 0.966 -1.017
C -1.866 -1.016 0.580
H -1.063 1.140 2.301
H -1.912 2.268 1.132
H -0.204 2.132 1.091
H -1.120 0.328 -1.799
H -1.262 2.001 -1.223
H -2.618 0.880 -1.133
H -1.581 -1.412 1.549
H -1.666 -1.727 -0.220
H -2.928 -0.767 0.573
```

Results
HOMO energy = -6.2 eV
Structure (SMILES) = C/C=C(\C)N.CN(C)C
E_tot = -386.88057 a.u.
Kohn-Sham gap = 7.12 eV
Net charge = 0
E_LUMO = 0.873 eV